w.
The following is a DFT calculation (the ωB97M-V functional and the def2-TZVPD basis) of C3H9ClNPS in the gas phase.

```
! RIJCOSX wB97M-V def2-TZVPD def2/J DEFGRID3
* xyz 0 1
C -0.482 2.715 0.271
C 0.076 1.328 0.038
P -1.167 -0.125 -0.153
S -2.565 -0.604 1.051
Cl -1.970 0.292 -2.137
N -0.064 -1.417 -0.337
C -0.571 -2.604 0.373
H -1.005 3.296 -0.563
H -1.334 2.783 0.960
H 0.220 3.385 0.705
H 0.713 1.103 0.842
H 0.821 1.254 -0.789
H 0.857 -1.119 -0.574
H -1.513 -3.014 0.002
H -0.008 -3.495 0.059
H -0.663 -2.521 1.439
*
```

Output
HOMO = -9.22 eV
gap between HOMO and LUMO = 0.36050 hartree
SMILES string = CC[P@@](=S)(Cl)NC
E_LUMO = 0.59 eV

=====

x.
The following is a DFT calculation (the ωB97M-V functional and the def2-TZVPD basis) of 2 unconnected molecules or ions with the total composition C3H9ClNPS.

```
! RIJCOSX wB97M-V def2-TZVPD def2/J DEFGRID3
* xyz 0 1
C -1.690 2.576 0.461
C 0.799 -1.946 0.881
C -0.562 1.565 0.417
N 0.415 -0.714 1.265
P -1.115 -0.141 0.537
S 3.563 -1.109 -1.141
Cl -1.029 -0.681 -1.369
H -2.141 2.653 1.481
H -1.284 3.544 0.092
H -2.498 2.360 -0.267
H 1.678 -2.276 1.462
H 0.403 -2.504 0.037
H 2.230 -1.026 -1.135
H 0.261 1.742 1.288
H -0.014 1.595 -0.581
H 0.714 -0.301 2.103
*
```

Output
HOMO (spin up / spin down) = -8.49 / -6.52 eV
gap between HOMO and LUMO (spin up / spin down) = 0.31413 / 0.17111 hartree
E_LUMO (spin up / spin down) = 0.06 / -1.86 eV

=====

Relative energy of each structure, in kcal/mol: w 0.0; x 83.7.

=====

w.
The following is a DFT calculation (the ωB97M-V functional and the def2-TZVPD basis) of C17H24N2O4S in the gas phase.

```
! RIJCOSX wB97M-V def2-TZVPD def2/J DEFGRID3
* xyz 0 1
O -3.876 -0.334 1.893
C -4.117 -0.374 0.708
N -3.212 -0.508 -0.293
C -1.830 -0.655 -0.224
C -1.148 -0.754 0.989
C 0.226 -0.908 0.990
C 0.917 -0.965 -0.205
S 2.702 -1.094 -0.179
O 3.146 -1.404 -1.508
O 3.088 -1.957 0.900
N 3.145 0.450 0.202
C 3.357 1.386 -0.873
C 4.740 1.234 -1.511
C 5.888 1.662 -0.599
C 5.890 0.972 0.766
C 4.814 1.517 1.707
C 3.470 0.795 1.560
C 0.253 -0.867 -1.413
C -1.120 -0.713 -1.425
C -5.556 -0.290 0.162
C -6.412 0.689 0.989
C -6.883 1.719 -0.043
C -5.866 1.539 -1.169
O -5.580 0.153 -1.186
H -3.616 -0.474 -1.225
H -1.701 -0.713 1.913
H 0.772 -1.003 1.915
H 2.593 1.185 -1.630
H 3.208 2.399 -0.491
H 4.856 0.185 -1.784
H 4.770 1.830 -2.426
H 6.826 1.437 -1.110
H 5.850 2.745 -0.448
H 5.747 -0.102 0.636
H 6.869 1.128 1.225
H 5.135 1.405 2.745
H 4.684 2.586 1.521
H 3.500 -0.154 2.096
H 2.670 1.416 1.991
H 0.823 -0.929 -2.326
H -1.651 -0.643 -2.364
H -5.958 -1.309 0.175
H -5.792 1.143 1.762
H -7.245 0.184 1.473
H -7.880 1.469 -0.404
H -6.891 2.734 0.346
H -4.951 2.112 -0.958
H -6.244 1.810 -2.155
*
```

Output
HOMO = -8.65 eV
gap between HOMO and LUMO = 0.33903 hartree
SMILES string = O=C(Nc1ccc(S(=O)(=O)N2CCCCCC2)cc1)[C@H]1CCCO1
E_LUMO = 0.58 eV

=====

x.
The following is a DFT calculation (the ωB97M-V functional and the def2-TZVPD basis) of C17H24N2O4S in the gas phase.

```
! RIJCOSX wB97M-V def2-TZVPD def2/J DEFGRID3
* xyz 0 1
C -6.753 -0.026 0.952
O -5.483 0.551 0.806
C -5.024 0.548 -0.528
C -3.635 1.172 -0.570
C -2.626 0.315 0.199
N -1.319 0.926 0.243
C -0.273 0.466 -0.481
O -0.344 -0.519 -1.193
C 0.999 1.235 -0.318
C 1.391 1.724 0.856
C 2.746 2.336 1.047
N 3.683 1.900 0.042
S 4.558 0.522 0.414
O 5.530 0.368 -0.628
O 5.008 0.692 1.765
C 3.414 -0.853 0.350
C 3.328 -1.606 -0.805
C 2.355 -2.583 -0.906
C 1.461 -2.804 0.137
C 0.350 -3.790 -0.024
C 1.597 -2.065 1.307
C 2.572 -1.090 1.417
C 3.190 2.017 -1.308
C 1.868 1.273 -1.542
H -7.003 0.032 2.010
H -6.753 -1.076 0.633
H -7.508 0.517 0.368
H -4.989 -0.484 -0.911
H -5.716 1.123 -1.163
H -3.687 2.164 -0.118
H -3.317 1.274 -1.608
H -2.993 0.160 1.217
H -2.502 -0.651 -0.294
H -1.230 1.797 0.740
H 0.766 1.656 1.735
H 2.678 3.432 1.012
H 3.170 2.058 2.014
H 4.027 -1.412 -1.604
H 2.271 -3.167 -1.811
H -0.447 -3.317 -0.597
H 0.683 -4.670 -0.570
H -0.051 -4.096 0.939
H 0.923 -2.244 2.132
H 2.694 -0.514 2.321
H 3.059 3.084 -1.514
H 3.975 1.631 -1.958
H 2.040 0.239 -1.850
H 1.316 1.754 -2.355
*
```

Output
HOMO = -9.08 eV
gap between HOMO and LUMO = 0.35522 hartree
SMILES string = COCCCNC(=O)C1=CCN(S(=O)(=O)c2ccc(C)cc2)CC1
E_LUMO = 0.58 eV

=====

Relative energy of each structure, in kcal/mol: w 0.0; x 16.2.

=====

w.
The following is a DFT calculation (the ωB97M-V functional and the def2-TZVPD basis) of a molecular structure, C39H33CdF3N8O4S.

```
! RIJCOSX wB97M-V def2-TZVPD def2/J DEFGRID3
* xyz -2 1
Cd -0.839 -0.540 0.619
O 0.936 -1.486 2.600
C 1.119 -2.630 3.072
C 1.771 -2.822 4.355
C 2.009 -4.059 4.891
C 1.620 -5.240 4.216
C 0.971 -5.102 3.010
C 0.689 -3.854 2.423
C -0.050 -3.895 1.179
N -0.502 -2.947 0.457
C -1.280 -3.329 -0.719
C -0.992 -2.398 -1.898
N -1.791 -1.192 -1.686
C -3.168 -1.260 -2.286
C -4.199 -0.550 -1.443
C -5.321 -0.020 -2.078
C -6.322 0.649 -1.387
C -6.172 0.803 -0.006
C -5.078 0.277 0.650
C -4.058 -0.454 -0.017
O -3.107 -1.010 0.666
H 2.059 -1.918 4.881
H 2.494 -4.136 5.861
H 1.824 -6.219 4.634
H 0.652 -5.995 2.476
H -0.252 -4.920 0.837
H -2.341 -3.220 -0.470
H -1.098 -4.369 -1.005
H -1.230 -2.910 -2.841
H 0.057 -2.110 -1.907
H -3.470 -2.289 -2.507
H -5.403 -0.123 -3.157
H -7.178 1.058 -1.909
H -6.921 1.351 0.559
H -4.954 0.407 1.720
N 2.594 6.415 -1.684
C 1.549 5.533 -1.329
C 1.838 4.238 -0.897
C 0.821 3.384 -0.503
C -0.498 3.823 -0.537
C -0.799 5.097 -0.981
C 0.224 5.954 -1.373
S -1.782 2.739 0.045
O -3.044 3.352 -0.261
O -1.486 2.499 1.445
N -1.445 1.352 -0.678
C -1.677 1.214 -2.010
N -1.437 -0.083 -2.568
C -2.529 -0.501 -3.503
C -3.070 0.623 -4.309
C -2.682 1.860 -3.968
N -2.029 2.198 -2.794
H 3.436 5.943 -1.971
H 2.323 7.117 -2.350
H 2.869 3.895 -0.884
H 1.045 2.363 -0.205
H -1.840 5.397 -1.027
H -0.006 6.955 -1.728
H -2.101 -1.247 -4.172
H -3.670 0.424 -5.189
H -2.940 2.707 -4.598
F 7.877 -2.944 -2.591
C 7.523 -1.652 -2.735
F 7.696 -1.350 -4.047
F 8.449 -0.917 -2.074
C 6.139 -1.375 -2.266
C 5.322 -2.384 -1.774
C 4.046 -2.087 -1.321
C 3.555 -0.772 -1.338
C 4.394 0.228 -1.855
C 5.667 -0.067 -2.306
C 2.256 -0.476 -0.835
C 1.162 -0.255 -0.340
H 5.688 -3.401 -1.740
H 3.408 -2.866 -0.920
H 4.021 1.244 -1.893
H 6.304 0.718 -2.697
C 0.212 2.391 4.857
N -0.457 1.131 4.584
C -1.292 0.405 5.410
C -1.760 -0.626 4.646
N -1.239 -0.547 3.379
C -0.467 0.511 3.384
H 0.084 2.645 5.906
H -0.209 3.185 4.239
H 1.276 2.307 4.641
H -1.465 0.681 6.437
H -2.437 -1.417 4.933
H 0.109 0.890 2.553
*
```

Output
HOMO = -1.85 eV
gap between HOMO and LUMO = 0.22049 hartree
E_LUMO = 4.15 eV

=====

x.
The following is a DFT calculation (the ωB97M-V functional and the def2-TZVPD basis) of a molecular structure, C39H33CdF3N8O4S.

```
! RIJCOSX wB97M-V def2-TZVPD def2/J DEFGRID3
* xyz -2 1
Cd -0.552 0.612 1.419
O -2.727 0.557 0.472
C -3.284 -0.437 -0.067
C -4.137 -0.252 -1.213
C -4.751 -1.289 -1.859
C -4.597 -2.616 -1.424
C -3.814 -2.836 -0.315
C -3.155 -1.806 0.376
C -2.347 -2.217 1.500
N -1.568 -1.498 2.212
C -0.782 -2.170 3.227
C 1.455 -1.036 3.457
N 0.630 0.159 3.458
C 0.882 1.043 4.343
C 0.132 2.249 4.587
C 0.671 3.159 5.506
C 0.014 4.309 5.883
C -1.254 4.549 5.333
C -1.824 3.677 4.444
C -1.164 2.480 4.003
O -1.727 1.705 3.174
H -4.251 0.769 -1.558
H -5.363 -1.082 -2.732
H -5.072 -3.436 -1.946
H -3.676 -3.852 0.048
H -2.419 -3.297 1.726
H -1.098 -3.223 3.335
H -0.929 -1.660 4.180
H 2.381 -0.290 1.699
H 1.747 -1.286 4.489
H 1.726 0.878 5.033
H 1.650 2.937 5.921
H 0.461 5.006 6.580
H -1.799 5.445 5.618
H -2.806 3.865 4.024
N 1.998 2.127 -5.993
C 2.358 2.174 -4.628
C 1.825 1.255 -3.727
C 2.198 1.284 -2.395
C 3.105 2.235 -1.948
C 3.636 3.153 -2.835
C 3.273 3.118 -4.173
S 3.559 2.245 -0.220
O 4.344 3.442 0.011
O 4.242 0.992 0.010
N 2.177 2.179 0.573
C 1.267 3.156 0.484
N 0.065 2.879 1.073
C -0.861 3.820 1.101
C -0.673 5.065 0.515
C 0.518 5.217 -0.176
N 1.468 4.303 -0.218
H 1.095 1.699 -6.136
H 2.023 3.034 -6.433
H 1.103 0.520 -4.067
H 1.759 0.586 -1.692
H 4.317 3.904 -2.458
H 3.690 3.839 -4.870
H -1.790 3.545 1.595
H -1.431 5.834 0.549
H 0.712 6.125 -0.746
F -1.229 -5.501 -6.002
C -2.193 -5.091 -5.126
F -2.649 -6.227 -4.538
F -3.206 -4.619 -5.888
C -1.689 -4.095 -4.138
C -0.818 -4.518 -3.137
C -0.323 -3.609 -2.226
C -0.683 -2.253 -2.286
C -1.558 -1.850 -3.301
C -2.058 -2.758 -4.214
C -0.222 -1.321 -1.314
C 0.002 -0.558 -0.386
H -0.536 -5.561 -3.070
H 0.345 -3.933 -1.441
H -1.868 -0.816 -3.333
H -2.750 -2.430 -4.978
C 2.669 -3.627 0.287
N 2.295 -2.913 1.490
C 3.271 -2.203 2.205
C 2.692 -0.865 2.585
N 0.641 -2.147 2.936
C 1.034 -2.820 1.810
H 3.688 -3.988 0.417
H 2.622 -2.953 -0.570
H 2.005 -4.479 0.130
H 4.187 -2.138 1.624
H 3.414 -0.240 3.110
H 0.287 -3.332 1.225
*
```

Output
HOMO = -1.36 eV
gap between HOMO and LUMO = 0.20333 hartree
E_LUMO = 4.18 eV

=====

Relative energy of each structure, in kcal/mol: w 43.1; x 0.0.